## 1
This record from the OMol25 dataset describes a gas-phase ion, C4H6NO2 (charge -1). The level of theory is the ωB97M-V functional and the def2-TZVPD basis.

Summary:
SMILES: C=C1CCON1[O-]
E_HOMO, eV: -2.05
Kohn-Sham gap, Eh: 0.232

Structure (ORCA input):
```
! RIJCOSX wB97M-V def2-TZVPD def2/J DEFGRID3
* xyz -1 1
C -0.24 0.75 0.03
C 0.13 2.00 -0.23
C 0.76 -0.25 0.37
C 0.17 -1.70 -0.11
N -1.58 0.09 -0.31
O -2.59 0.45 0.33
O -1.16 -1.53 -0.02
H -0.46 2.79 -0.40
H 1.15 2.23 -0.02
H 1.76 -0.12 -0.27
H 0.95 -0.27 1.38
H 0.45 -1.94 -1.26
H 0.66 -2.52 0.50
*
```

---

## 2
This record from the OMol25 dataset describes a gas-phase ion, C4H6NO2 (charge -1). The level of theory is the ωB97M-V functional and the def2-TZVPD basis.

Summary:
SMILES: C[C@H]1CN1C(=O)[O-]
E_HOMO, eV: -3.80
Kohn-Sham gap, Eh: 0.289

Structure (ORCA input):
```
! RIJCOSX wB97M-V def2-TZVPD def2/J DEFGRID3
* xyz -1 1
C -2.17 -0.38 0.08
C -0.10 0.80 -0.85
C 0.46 0.29 0.44
C 1.77 -0.51 0.38
N -0.81 -0.47 -0.61
O -3.11 -0.90 -0.52
O -2.15 0.30 1.12
H -0.57 1.74 -0.73
H 0.51 0.79 -1.82
H -0.08 0.46 1.33
H 2.58 -0.08 1.23
H 2.10 -0.51 -0.60
H 1.57 -1.53 0.56
*
```

---

In order of decreasing stability: 2, 1.

---

## 1
This record from the OMol25 dataset describes 2 unconnected molecules or ions with the total composition CH4ClN2P. The level of theory is the ωB97M-V functional and the def2-TZVPD basis.

Summary:
E_HOMO (spin up / spin down), eV: -7.70 / -8.19
Kohn-Sham gap (spin up / spin down), Eh: 0.251 / 0.313

Structure (ORCA input):
```
! RIJCOSX wB97M-V def2-TZVPD def2/J DEFGRID3
* xyz 0 1
C -1.72 -0.19 -0.45
N -0.36 0.14 -0.06
N 0.19 1.10 0.32
P 3.24 0.16 0.04
Cl 1.95 -1.41 0.29
H -2.21 -1.03 0.26
H -1.93 -0.35 -1.52
H -2.34 0.71 -0.25
H 3.19 0.86 1.36
*
```

---

## 2
This record from the OMol25 dataset describes a single CH4ClN2P molecule. The level of theory is the ωB97M-V functional and the def2-TZVPD basis.

Summary:
E_HOMO (spin up / spin down), eV: -9.83 / -9.36
Kohn-Sham gap (spin up / spin down), Eh: 0.275 / 0.291

Structure (ORCA input):
```
! RIJCOSX wB97M-V def2-TZVPD def2/J DEFGRID3
* xyz 0 1
C 0.03 1.18 -0.79
N -0.48 -0.14 -0.47
N 1.64 -1.30 0.62
P 0.07 -1.12 0.76
Cl -1.10 -2.72 0.73
H -0.63 1.67 -1.59
H 1.01 1.11 -1.25
H -0.18 1.95 -0.11
H -0.35 -0.63 2.07
*
```

---

In order of decreasing stability: 1, 2.

---

## 1
This record from the OMol25 dataset describes a molecular structure, C5H6OS2. The level of theory is the ωB97M-V functional and the def2-TZVPD basis.

Summary:
E_HOMO, eV: -8.66
Kohn-Sham gap, Eh: 0.315

Structure (ORCA input):
```
! RIJCOSX wB97M-V def2-TZVPD def2/J DEFGRID3
* xyz 0 1
C 1.19 0.58 -1.37
C -0.14 -0.10 -1.13
C -0.34 -0.24 0.20
C 1.02 -0.19 1.06
C -1.58 0.03 0.95
H -0.88 0.38 -1.92
H -0.16 -1.22 -1.31
H 1.34 -1.28 1.09
H 0.82 0.28 2.14
H -2.49 0.69 0.44
H -1.35 0.21 2.06
O -1.14 -1.34 0.41
S 1.58 1.34 -2.68
S 2.12 0.87 0.04
*
```

---

## 2
This record from the OMol25 dataset describes 2 unconnected molecules or ions with the total composition C5H6OS2. The level of theory is the ωB97M-V functional and the def2-TZVPD basis.

Summary:
SMILES: CC1=C(C)S1.O=C=S
E_HOMO, eV: -7.27
Kohn-Sham gap, Eh: 0.289

Structure (ORCA input):
```
! RIJCOSX wB97M-V def2-TZVPD def2/J DEFGRID3
* xyz 0 1
C 0.04 0.88 0.23
C 0.12 1.10 -1.03
C -1.44 2.58 3.15
C 0.01 0.04 1.52
C -0.10 1.05 -2.49
O -0.70 2.31 4.01
S 0.83 2.48 -0.09
S -2.27 3.15 1.95
H 0.43 0.61 2.31
H 0.55 -0.83 1.31
H -0.95 -0.25 1.85
H -0.69 1.84 -2.77
H -0.31 0.08 -2.81
H 0.89 1.31 -2.86
*
```

---

In order of decreasing stability: 2, 1.

---

## 1
This record from the OMol25 dataset describes a single C5H6OS2 molecule. The level of theory is the ωB97M-V functional and the def2-TZVPD basis.

Summary:
SMILES: S=C1[C@@H]2C[C@H]1OCS2
E_HOMO, eV: -8.87
Kohn-Sham gap, Eh: 0.300

Structure (ORCA input):
```
! RIJCOSX wB97M-V def2-TZVPD def2/J DEFGRID3
* xyz 0 1
C 0.71 0.78 0.75
C -0.31 -0.43 1.17
C 0.70 -1.25 0.20
C 0.88 0.07 -0.68
C -1.38 0.69 -0.91
H -0.37 -0.64 2.25
H 1.61 -1.22 0.89
H 0.30 -2.15 -0.34
H 1.89 0.16 -1.33
H -2.11 0.77 -1.65
H -1.35 1.72 -0.50
O -0.16 0.07 -1.54
S 1.61 1.93 1.52
S -2.02 -0.51 0.16
*
```

---

## 2
This record from the OMol25 dataset describes a single C5H6OS2 molecule. The level of theory is the ωB97M-V functional and the def2-TZVPD basis.

Summary:
SMILES: C/C=C1/SCOC1=S
E_HOMO, eV: -8.64
Kohn-Sham gap, Eh: 0.291

Structure (ORCA input):
```
! RIJCOSX wB97M-V def2-TZVPD def2/J DEFGRID3
* xyz 0 1
C -2.30 -1.08 -0.01
C -0.84 -1.12 0.14
C 0.16 -0.16 0.13
C 2.60 0.84 -0.03
C 0.20 1.28 0.06
H -2.63 -0.42 0.69
H -2.78 -2.12 0.34
H -2.57 -0.81 -1.12
H -0.62 -2.11 -0.16
H 3.20 0.97 1.05
H 3.28 1.42 -0.77
O 1.42 1.77 0.33
S 1.97 -0.75 -0.35
S -1.09 2.29 -0.30
*
```

---

## 3
This record from the OMol25 dataset describes a molecular structure, C5H6OS2. The level of theory is the ωB97M-V functional and the def2-TZVPD basis.

Summary:
E_HOMO, eV: -9.12
Kohn-Sham gap, Eh: 0.319

Structure (ORCA input):
```
! RIJCOSX wB97M-V def2-TZVPD def2/J DEFGRID3
* xyz 0 1
C 0.01 0.70 1.59
C 0.23 0.19 0.22
C -0.27 -1.62 -1.13
C -0.96 -0.51 -0.42
C 0.92 1.18 -0.65
H -0.51 1.65 1.51
H -0.62 0.02 2.14
H 0.89 0.85 2.18
H 0.04 -1.37 -2.14
H -0.76 -2.59 -1.10
H 1.98 1.44 -0.36
O 0.40 1.66 -1.65
S 1.18 -1.41 0.01
S -2.53 -0.18 -0.20
*
```

---

In order of decreasing stability: 3, 2, 1.

---

## 1
This record from the OMol25 dataset describes 2 unconnected molecules or ions with the total composition C5H16N2O. The level of theory is the ωB97M-V functional and the def2-TZVPD basis.

Summary:
E_HOMO, eV: -18.28
Kohn-Sham gap, Eh: 0.436

Structure (ORCA input):
```
! RIJCOSX wB97M-V def2-TZVPD def2/J DEFGRID3
* xyz 2 1
C -2.83 2.14 -0.22
C -1.54 1.61 -0.83
C -1.31 0.07 -0.70
C 0.09 -0.31 -0.28
C 0.36 -0.97 0.82
N 1.62 -1.67 1.08
N -1.23 2.14 -2.24
H -3.13 1.47 0.59
H -2.72 3.12 0.25
H -3.63 2.26 -0.94
H -0.76 2.08 -0.21
H -1.61 -0.55 -1.55
H -2.08 -0.19 0.03
H 0.80 -0.10 -1.08
H -0.45 -1.13 1.52
H 1.65 -2.56 0.57
H 1.75 -1.90 2.06
H 2.46 -1.16 0.80
H -0.30 2.55 -2.21
H -1.89 2.87 -2.52
H -1.23 1.40 -2.93
H 4.17 -3.57 2.11
H 4.49 -2.22 2.71
O 3.88 -2.65 2.09
*
```

---

## 2
This record from the OMol25 dataset describes 2 unconnected molecules or ions with the total composition C5H16N2O. The level of theory is the ωB97M-V functional and the def2-TZVPD basis.

Summary:
E_HOMO, eV: -18.38
Kohn-Sham gap, Eh: 0.371

Structure (ORCA input):
```
! RIJCOSX wB97M-V def2-TZVPD def2/J DEFGRID3
* xyz 2 1
C 2.18 0.07 -0.76
C 0.69 -0.28 -0.86
C -0.42 0.78 -0.71
C -0.69 1.54 0.54
C -2.86 0.49 1.10
N -1.61 0.74 1.36
N 0.56 -1.13 -2.30
H 2.59 0.40 0.27
H 2.87 -0.86 -1.00
H 2.46 0.90 -1.57
H 0.46 -1.00 -0.02
H -1.40 0.26 -1.17
H -0.06 1.48 -1.61
H -1.07 2.52 0.14
H 0.13 1.69 1.22
H -3.46 -0.18 1.71
H -3.43 0.85 0.22
H -1.20 0.16 2.21
H 1.42 -1.00 -2.91
H -0.21 -0.72 -2.83
H 0.54 -2.09 -2.13
H 0.38 -2.12 3.34
H 1.50 -1.34 2.67
O 0.61 -1.15 3.09
*
```

---

In order of decreasing stability: 1, 2.

---

## 1
This record from the OMol25 dataset describes 4 unconnected molecules or ions with the total composition C2H12NO4. The level of theory is the ωB97M-V functional and the def2-TZVPD basis.

Summary:
E_HOMO, eV: -14.67
Kohn-Sham gap, Eh: 0.418

Structure (ORCA input):
```
! RIJCOSX wB97M-V def2-TZVPD def2/J DEFGRID3
* xyz 1 1
O 1.10 -0.45 -1.03
C 1.67 0.18 -0.18
C 0.88 0.52 1.04
N -0.13 -0.54 1.09
H 2.75 0.37 -0.20
H 1.44 0.56 2.04
H 0.60 1.62 1.05
H 0.46 -1.46 0.81
H -0.63 -0.65 1.96
H -0.66 -0.48 0.19
H -0.47 2.33 -1.94
H -0.87 3.13 -0.57
O -0.84 2.40 -1.10
H -2.77 0.43 -1.33
H -2.43 1.22 -0.21
O -2.47 0.33 -0.50
H 1.42 -3.42 -0.01
H 0.34 -3.24 -0.98
O 0.59 -2.86 -0.14
*
```

---

## 2
This record from the OMol25 dataset describes 6 unconnected molecules or ions with the total composition C2H12NO4. The level of theory is the ωB97M-V functional and the def2-TZVPD basis.

Summary:
E_HOMO, eV: -12.04
Kohn-Sham gap, Eh: 0.096

Structure (ORCA input):
```
! RIJCOSX wB97M-V def2-TZVPD def2/J DEFGRID3
* xyz 1 1
O 2.27 -0.40 0.08
C 2.95 -1.05 -0.65
C 4.33 -1.57 -0.28
N 4.67 -1.56 1.09
H 2.59 -1.33 -1.67
H 4.62 -2.57 -0.74
H 4.94 -0.77 -0.77
H 4.53 -0.64 1.51
H 4.58 0.02 -2.09
H 4.30 -2.29 1.67
H 4.55 1.52 -1.56
H 4.77 3.09 -1.50
O 4.55 2.34 -0.93
H 4.52 1.99 0.81
H 4.54 2.10 2.38
O 4.48 1.46 1.64
H -21.67 -0.38 -0.15
H -22.53 -0.13 0.99
O -22.98 0.17 0.17
*
```

---

In order of decreasing stability: 1, 2.